(1)
Molecular formula: C3H5NO3
Method: DFT, ωB97M-V/def2-TZVPD

The SMILES is OC[C@@H]1OC=NO1. The calculation puts the HOMO-LUMO gap at 10.6265 eV. The calculation puts the energy at -397.64775 Eh. For the energy above the lowest of the compared OMol25 structures with the same formula, charge and spin, the calculation gives 118.6 kcal/mol.

```
! wB97M-V def2-TZVPD RIJCOSX def2/J DEFGRID3
* xyz 0 1
C -1.377 0.428 0.036
C 0.019 0.489 0.562
C 1.937 -0.011 -0.491
H -1.141 -1.464 -0.418
H -1.425 1.372 -0.508
H -2.092 0.323 0.978
H 0.157 0.889 1.692
H 2.869 0.027 -1.007
N 1.555 -1.104 -0.051
O -1.739 -0.816 -0.811
O 0.887 0.922 -0.516
O 0.348 -1.054 0.534
*
```


(2)
Molecular formula: C3H10O5
Method: DFT, ωB97M-V/def2-TZVPD

The calculation puts the HOMO-LUMO gap at 10.9739 eV. The calculation puts the energy at -496.35474 Eh. For the energy above the lowest of the compared OMol25 structures with the same formula, charge and spin, the calculation gives 101.0 kcal/mol.

```
! wB97M-V def2-TZVPD RIJCOSX def2/J DEFGRID3
* xyz 0 1
C -0.461 0.056 0.343
C 2.358 -0.148 0.871
C -0.560 -0.127 1.826
O 1.309 -0.023 -0.069
O -0.595 -1.005 -0.463
O -0.927 1.223 -0.070
H -1.328 -0.832 -2.055
H -1.029 1.212 -1.052
H 2.391 0.740 1.509
H 2.252 -1.037 1.505
H 3.307 -0.217 0.333
H -0.053 -1.038 2.130
H -0.150 0.733 2.352
H -1.619 -0.218 2.075
O -1.648 -0.520 -2.938
O -1.477 0.920 -2.761
H -2.361 1.232 -3.002
H 0.593 -0.951 -0.533
*
```


(3)
Molecular formula: C71H73Ge2N5ReS5
Method: DFT, ωB97M-V/def2-TZVPD

The calculation puts the HOMO-LUMO gap (alpha / beta) at 6.6111 / 6.4284 eV. The calculation puts the energy at -9246.45553 Eh. For the energy above the lowest of the compared OMol25 structures with the same formula, charge and spin, the calculation gives 0.0 kcal/mol.

```
! wB97M-V def2-TZVPD RIJCOSX def2/J DEFGRID3
* xyz 0 4
Re -0.881 1.105 1.814
C -3.144 -1.954 6.805
C -1.777 -1.303 6.648
N -1.847 0.044 6.116
C -2.047 0.344 4.813
S -1.861 -0.836 3.592
N -2.415 1.605 4.603
N -2.355 1.982 3.316
C -3.014 3.035 2.950
C -3.920 3.802 3.857
C -2.811 3.454 1.567
C -3.449 4.564 1.019
C -3.220 4.896 -0.302
C -2.367 4.106 -1.056
C -1.759 3.022 -0.458
N -1.964 2.707 0.825
H -3.041 -2.968 7.191
H -3.770 -1.388 7.495
H -3.648 -2.004 5.840
H -1.264 -1.244 7.610
H -1.153 -1.893 5.975
H -2.094 0.791 6.748
H -4.010 3.279 4.804
H -3.520 4.800 4.046
H -4.908 3.916 3.410
H -4.114 5.151 1.632
H -3.711 5.755 -0.740
H -2.169 4.307 -2.098
H -1.101 2.372 -1.017
C 0.622 -4.215 -6.167
C 1.296 -3.097 -5.420
C 2.117 -3.348 -4.328
C 2.752 -2.321 -3.642
C 3.669 -2.639 -2.493
C 2.552 -1.002 -4.061
C 1.735 -0.725 -5.159
C 1.508 0.682 -5.650
C 1.118 -1.780 -5.820
C 3.360 0.088 -3.440
C 4.495 0.462 -4.157
C 5.352 1.431 -3.677
C 5.079 2.019 -2.456
C 3.950 1.670 -1.714
C 3.065 0.698 -2.214
Ge 1.338 0.259 -1.356
S 1.045 1.524 0.427
S -0.398 0.551 -2.769
Ge -1.243 -1.055 -1.436
S -2.168 -0.343 0.433
S 0.784 -1.870 -0.886
C -2.632 -2.211 -2.215
C -2.813 -3.491 -1.679
C -3.816 -4.316 -2.177
C -4.656 -3.882 -3.186
C -4.491 -2.611 -3.704
C -3.489 -1.766 -3.232
C -3.395 -0.426 -3.881
C -2.710 -0.299 -5.088
C -2.032 -1.474 -5.742
C -2.652 0.945 -5.709
C -3.266 2.057 -5.162
C -3.176 3.402 -5.829
C -3.981 1.899 -3.977
C -4.065 0.675 -3.331
C -4.911 0.530 -2.096
C -1.961 -4.042 -0.584
C -2.371 -3.977 0.746
C -3.678 -3.358 1.164
C -1.569 -4.566 1.724
C -0.405 -5.240 1.405
C 0.437 -5.900 2.462
C -0.029 -5.317 0.066
C -0.786 -4.729 -0.931
C -0.363 -4.836 -2.369
C 3.853 2.370 -0.397
C 3.386 3.679 -0.322
C 2.805 4.389 -1.516
C 3.383 4.327 0.909
C 3.838 3.706 2.060
C 3.859 4.427 3.380
C 4.293 2.394 1.961
C 4.299 1.713 0.755
C 4.721 0.270 0.705
H 0.862 -5.183 -5.732
H 0.934 -4.227 -7.213
H -0.462 -4.095 -6.150
H 2.277 -4.370 -4.005
H 3.802 -3.715 -2.397
H 3.265 -2.268 -1.548
H 4.648 -2.177 -2.629
H 2.141 1.403 -5.138
H 0.474 0.981 -5.476
H 1.706 0.752 -6.721
H 0.499 -1.570 -6.686
H 4.692 -0.029 -5.102
H 6.228 1.721 -4.242
H 5.746 2.767 -2.048
H -3.933 -5.305 -1.751
H -5.435 -4.530 -3.565
H -5.140 -2.254 -4.494
H -1.928 -2.321 -5.067
H -1.037 -1.195 -6.086
H -2.601 -1.805 -6.614
H -2.104 1.041 -6.640
H -2.730 3.321 -6.819
H -2.562 4.091 -5.245
H -4.163 3.855 -5.936
H -4.501 2.751 -3.552
H -5.408 1.472 -1.861
H -4.319 0.235 -1.228
H -5.676 -0.235 -2.240
H -4.204 -2.900 0.329
H -3.514 -2.589 1.920
H -4.325 -4.122 1.600
H -1.886 -4.506 2.759
H 0.000 -5.775 3.451
H 1.442 -5.477 2.474
H 0.539 -6.969 2.266
H 0.877 -5.848 -0.203
H 0.551 -5.421 -2.455
H -0.172 -3.849 -2.800
H -1.137 -5.312 -2.973
H 2.807 3.765 -2.408
H 3.358 5.303 -1.738
H 1.771 4.670 -1.307
H 3.002 5.341 0.967
H 3.173 5.273 3.379
H 4.859 4.808 3.598
H 3.574 3.765 4.198
H 4.639 1.881 2.849
H 5.127 -0.046 1.665
H 5.469 0.093 -0.069
H 3.864 -0.372 0.482
N 0.351 1.093 3.175
C 1.170 1.082 4.139
C 2.102 -0.057 4.310
C 1.728 -1.328 3.880
C 2.619 -2.382 3.983
C 3.893 -2.177 4.493
C 4.278 -0.908 4.904
C 3.383 0.146 4.819
C 1.186 2.233 5.082
C 0.775 3.489 4.639
C 0.739 4.563 5.509
C 1.103 4.394 6.840
C 1.500 3.145 7.291
C 1.545 2.069 6.417
H 0.738 -1.476 3.468
H 2.318 -3.368 3.655
H 4.587 -3.003 4.568
H 5.276 -0.738 5.287
H 3.687 1.137 5.130
H 0.498 3.611 3.599
H 0.429 5.536 5.151
H 1.077 5.234 7.522
H 1.774 3.004 8.328
H 1.836 1.092 6.779
*
```


(4)
Molecular formula: C45H33Br2Cl5N11O4Y
Method: DFT, ωB97M-V/def2-TZVPD

The calculation puts the HOMO-LUMO gap at 5.0166 eV. The calculation puts the energy at -10125.37148 Eh. For the energy above the lowest of the compared OMol25 structures with the same formula, charge and spin, the calculation gives 32.8 kcal/mol.

```
! wB97M-V def2-TZVPD RIJCOSX def2/J DEFGRID3
* xyz 0 1
Y 0.548 0.044 -0.724
O 0.982 2.292 6.516
C 0.701 3.123 5.671
O 0.374 4.299 5.685
C 0.743 2.520 4.179
C 0.391 3.341 3.121
C 0.366 2.800 1.851
N 0.628 1.524 1.581
C 0.969 0.736 2.610
C 1.052 1.199 3.918
C 1.191 -0.746 2.302
O 1.338 -1.521 3.230
O 1.168 -1.043 1.064
H 0.142 4.376 3.301
H 0.098 3.429 1.005
H 1.336 0.519 4.706
Cl 0.814 -3.239 -0.581
C 1.508 -2.795 -2.098
C 1.550 -1.422 -2.387
C 2.054 -1.150 -3.665
Cl 1.985 0.478 -4.234
C 2.540 -2.113 -4.550
Cl 3.174 -1.677 -6.087
C 2.479 -3.458 -4.196
Cl 2.999 -4.680 -5.285
C 1.937 -3.803 -2.961
Cl 1.777 -5.461 -2.531
Br 6.515 4.485 -2.743
C 4.749 3.919 -2.350
C 4.454 2.566 -2.287
C 3.174 2.165 -1.975
C 2.154 3.092 -1.712
C 2.479 4.454 -1.818
C 3.758 4.862 -2.127
N 0.906 2.592 -1.368
C -0.085 3.408 -1.128
C -1.424 2.992 -0.819
C -2.416 3.974 -0.616
C -3.728 3.601 -0.444
C -4.031 2.243 -0.513
C -2.997 1.341 -0.696
N -1.718 1.675 -0.798
H 5.221 1.833 -2.482
H 2.939 1.109 -1.932
H 1.738 5.218 -1.647
H 3.992 5.913 -2.193
H 0.031 4.489 -1.210
H -2.136 5.015 -0.605
H -4.504 4.337 -0.286
H -5.047 1.892 -0.425
H -3.232 0.289 -0.789
C -3.102 -1.285 -5.465
N -2.309 -0.427 -4.631
C -2.240 0.932 -4.688
C -1.360 1.315 -3.720
N -0.896 0.214 -3.063
C -1.479 -0.811 -3.644
H -3.640 -0.684 -6.194
H -3.827 -1.845 -4.872
H -2.466 -1.994 -5.994
H -2.804 1.507 -5.391
H -1.029 2.305 -3.476
H -1.296 -1.839 -3.402
C -2.186 0.083 2.236
C -2.341 -1.015 1.248
N -1.597 -1.209 0.174
C -2.155 -2.272 -0.489
C -3.250 -2.708 0.184
N -3.369 -1.900 1.284
C -4.383 -2.079 2.293
N -4.223 -3.355 2.916
N -5.211 -4.276 2.903
N -4.821 -5.346 3.443
C -3.522 -5.205 3.839
C -2.636 -6.083 4.461
C -1.362 -5.623 4.696
C -0.955 -4.332 4.328
C -1.814 -3.445 3.722
C -3.107 -3.896 3.491
H -1.583 0.863 1.785
H -1.684 -0.245 3.147
H -3.151 0.508 2.506
H -1.742 -2.663 -1.398
H -3.940 -3.502 -0.018
H -5.380 -2.081 1.833
H -4.319 -1.267 3.026
H -2.949 -7.076 4.736
H -0.641 -6.270 5.170
H 0.059 -4.014 4.520
H -1.473 -2.463 3.441
Br 7.896 1.248 0.988
C 6.040 0.936 0.756
C 5.593 -0.231 0.153
C 4.229 -0.379 -0.042
N 3.333 0.534 0.320
C 3.777 1.620 0.944
C 5.116 1.875 1.189
H 6.282 -0.995 -0.171
H 3.830 -1.268 -0.520
H 3.026 2.324 1.278
H 5.424 2.780 1.690
*
```


(5)
Molecular formula: C4H9NO
Method: DFT, ωB97M-V/def2-TZVPD

The SMILES is C/C=N\OCC. The calculation puts the HOMO-LUMO gap at 10.3967 eV. The calculation puts the energy at -287.72558 Eh. For the energy above the lowest of the compared OMol25 structures with the same formula, charge and spin, the calculation gives 67.1 kcal/mol.

```
! wB97M-V def2-TZVPD RIJCOSX def2/J DEFGRID3
* xyz 0 1
C -2.414 0.458 0.065
C -1.460 -0.722 -0.091
C 1.981 -0.699 0.041
C 2.323 0.784 -0.033
H -2.297 1.107 -0.783
H -2.185 1.012 0.989
H -3.447 0.122 0.073
H -1.591 -1.477 0.731
H -1.552 -1.227 -1.057
H 2.783 -1.415 0.130
H 2.212 1.256 1.015
H 1.562 1.294 -0.748
H 3.413 0.914 -0.403
N 0.798 -1.211 0.046
O -0.126 -0.196 0.024
*
```


(6)
Molecular formula: C3HN
Method: DFT, ωB97M-V/def2-TZVPD

The calculation puts the HOMO-LUMO gap at 10.2548 eV. The calculation puts the energy at -169.49769 Eh. For the energy above the lowest of the compared OMol25 structures with the same formula, charge and spin, the calculation gives 52.7 kcal/mol.

```
! wB97M-V def2-TZVPD RIJCOSX def2/J DEFGRID3
* xyz 0 1
C -0.151 0.321 1.173
C 0.161 -0.686 0.463
C -0.179 0.721 -0.298
N -0.269 1.259 -1.332
H 0.438 -1.615 -0.006
*
```


(7)
Molecular formula: C32H47Cl25F6NO7P2S2
Method: DFT, ωB97M-V/def2-TZVPD

The calculation puts the HOMO-LUMO gap at 6.8568 eV. The calculation puts the energy at -15411.43223 Eh.

```
! wB97M-V def2-TZVPD RIJCOSX def2/J DEFGRID3
* xyz 1 1
C 4.250 0.171 0.954
C 3.896 -1.051 1.299
N 2.545 -1.620 1.567
P 3.062 -2.966 2.800
O 1.948 -3.405 3.833
O 4.224 -2.348 3.666
S 3.776 -4.531 1.926
C 2.023 -2.248 0.249
C 3.044 -2.555 -0.822
C 3.615 -1.483 -1.770
C 2.835 -0.219 -2.106
S 3.907 0.903 -3.069
C 0.744 -1.652 -0.328
C -0.422 -1.449 0.675
C -1.397 -2.634 0.533
C -2.444 -2.297 -0.527
C -3.767 -3.049 -0.332
C -4.999 -2.132 -0.248
C -5.848 -2.163 -1.519
C 0.180 -1.434 2.106
C -0.861 -1.058 3.158
O -0.835 -1.597 4.255
C -2.038 -0.101 2.900
F -1.566 1.099 2.444
F -2.825 -0.574 1.914
C -2.880 0.243 4.153
F -2.032 0.770 5.063
F -3.720 1.226 3.786
C -3.708 -0.906 4.796
F -3.054 -1.451 5.842
F -4.829 -0.355 5.298
C -4.162 -2.026 3.833
O -5.208 -1.900 3.220
O -3.378 -3.112 3.754
C 1.535 -0.650 2.166
C 1.321 0.694 1.414
C 1.892 2.037 1.887
C 1.027 3.165 1.288
O 1.854 4.259 0.940
C 1.477 4.823 -0.301
P 1.980 -0.327 4.021
O 0.904 0.759 4.525
Cl 3.753 0.747 4.058
H 5.252 0.485 1.183
H 3.649 0.901 0.449
H 4.675 -1.791 1.243
H 1.417 -4.125 3.460
H 3.989 -2.377 4.608
H 1.669 -3.227 0.562
H 2.547 -3.294 -1.437
H 3.891 -3.109 -0.447
H 3.859 -1.967 -2.706
H 4.584 -1.179 -1.391
H 2.481 0.364 -1.266
H 2.016 -0.445 -2.777
H 4.865 1.116 -2.156
H 0.426 -2.358 -1.080
H 0.868 -0.703 -0.837
H -0.964 -0.536 0.497
H -1.863 -2.881 1.486
H -0.859 -3.513 0.209
H -2.033 -2.478 -1.513
H -2.669 -1.239 -0.486
H -3.738 -3.670 0.557
H -3.937 -3.716 -1.167
H -5.635 -2.428 0.576
H -4.721 -1.098 -0.076
H -6.814 -1.746 -1.256
H -5.446 -1.529 -2.296
H -6.005 -3.171 -1.875
H 0.308 -2.492 2.287
H -3.957 -3.802 3.407
H 0.269 0.858 1.248
H 1.708 0.579 0.408
H 2.883 2.262 1.523
H 1.916 2.230 2.948
H 0.454 2.827 0.429
H 0.353 3.512 2.070
H 2.075 5.699 -0.504
H 1.640 4.119 -1.116
H 0.426 5.102 -0.302
H 0.341 1.134 3.837
C 6.710 3.648 5.642
Cl 7.126 5.269 5.088
Cl 5.310 3.687 6.710
Cl 6.413 2.572 4.269
H 7.551 3.257 6.197
C 6.957 0.109 -5.767
Cl 6.466 1.622 -5.003
Cl 7.063 -1.189 -4.572
Cl 5.848 -0.324 -7.064
H 7.940 0.252 -6.194
C 3.242 4.661 -2.909
Cl 4.045 5.147 -4.398
Cl 3.374 5.902 -1.664
Cl 1.552 4.248 -3.199
H 3.731 3.770 -2.539
C -6.730 -1.216 -5.736
Cl -7.064 -0.246 -4.300
Cl -5.073 -0.970 -6.286
Cl -7.038 -2.926 -5.420
H -7.395 -0.890 -6.527
C 0.900 -6.844 0.097
Cl 1.735 -5.979 -1.193
Cl 2.005 -7.894 0.966
Cl 0.114 -5.698 1.202
H 0.128 -7.454 -0.352
C -7.648 1.602 -8.966
Cl -7.956 2.525 -7.498
Cl -5.988 1.821 -9.513
Cl -7.993 -0.112 -8.693
H -8.311 1.958 -9.742
C 5.461 5.680 3.792
Cl 4.406 6.711 4.755
Cl 4.699 5.265 2.254
Cl 7.025 6.449 3.531
H 5.625 4.762 4.340
C -10.065 4.189 -4.492
Cl -8.640 3.250 -4.031
Cl -9.609 5.831 -4.942
Cl -10.932 3.396 -5.806
H -10.723 4.243 -3.637
*
```